Entry from the Open Molecules 2025 dataset: a single C3H3N3O2 molecule in a non-equilibrium geometry (the ωB97M-V functional and the def2-TZVPD basis).

**LUMO energy**: -0.68 eV
**SMILES**: [H]/N=C\N(O)C(=O)C#N
**HOMO**: -10.54 eV
**Gap between HOMO and LUMO**: 0.3624 Ha

Atoms and positions in Å:
O  -1.0056  1.3150  0.2858
C  1.1136  0.5191  -0.0519
N  -0.1684  0.2015  0.2033
H  -0.5512  2.0882  -0.1868
C  2.1319  -0.4416  0.0311
O  1.3964  1.6995  -0.2345
H  -2.5269  -0.2528  0.0482
N  -2.1157  -1.0412  -0.1937
C  -0.8808  -0.9564  -0.0348
H  -0.3381  -1.9083  0.0198
N  2.9450  -1.2231  0.1136

Forces on the atoms, in the same order (eV/Å):
O 0.417 0.753 -0.582
C -0.428 3.016 0.025
N -0.910 1.309 0.269
H -0.180 -1.584 0.741
C -0.513 -0.493 -0.191
O 0.241 -0.536 -0.111
H -2.831 5.008 0.657
N 1.807 -4.521 -0.533
C 0.242 -2.180 0.026
H 0.590 0.623 -0.442
N 1.565 -1.395 0.142

Atom charges from the Löwdin analysis, given in e for atoms 1 to 8:
1 O 0.04
2 C -0.43
3 N -0.05
4 H 0.15
5 C -0.11
6 O 0.10
7 H -0.02
8 N 0.17

=====

Entry from the Open Molecules 2025 dataset: 6 unconnected molecules or ions with the total composition C10H36N3O6 in a non-equilibrium geometry (the ωB97M-V functional and the def2-TZVPD basis).

**Charge**: +1
**LUMO energy**: -2.25 eV
**HOMO**: -12.42 eV
**Gap between HOMO and LUMO**: 0.3736 Ha

Atoms and positions in Å:
H  2.2306  -1.4591  0.7136
H  2.1911  -2.2022  3.7421
O  -2.8662  -1.9480  -0.8950
H  -2.2422  2.4950  0.3188
H  1.5711  -0.1635  4.2784
H  -1.9473  -0.2781  0.7786
O  1.8126  2.4090  -2.7504
H  2.4974  2.2203  2.2760
C  -0.1435  1.1248  -2.3178
H  -2.1278  -3.2999  0.3743
H  -1.4706  -0.0960  -3.4585
C  1.4800  1.9925  2.6144
H  -0.0250  2.9457  -3.4967
O  -0.0269  -2.3949  -1.0940
H  -0.4409  -0.7855  1.5465
C  2.4763  3.4498  -3.4515
H  3.5261  -1.9695  1.8572
C  1.8879  -0.2093  3.2219
H  1.3138  2.3262  3.6362
H  0.7581  2.2401  -1.0729
H  0.8913  2.5890  1.9137
N  -0.1194  1.7025  -0.9691
H  -1.1689  -3.5177  -2.5250
C  1.7365  -1.7021  2.8793
H  2.3247  -3.1100  1.4063
H  -3.3178  -1.9595  -1.7472
C  -0.9719  -3.4136  -1.4501
H  1.8817  4.3627  -3.4578
H  3.4502  3.6451  -3.0073
O  -1.9915  1.0127  3.5406
C  -2.2934  -3.2368  -0.6983
H  -0.1256  -2.0504  3.7157
H  0.3688  0.1551  -2.2851
O  -2.7501  1.7556  0.6633
H  -0.5211  -4.3983  -1.2817
H  -2.5315  0.2185  3.4712
H  2.7244  3.0912  -4.4543
H  0.7614  1.5912  -4.3010
C  -1.5450  0.7215  -2.7428
H  -0.7473  -0.9431  -0.1698
H  -2.0382  1.5610  -3.2475
O  1.1822  0.6322  2.3628
H  -2.1446  0.4872  -1.8679
H  -0.5372  0.5051  0.5084
H  -3.6249  1.8551  0.2648
H  0.3097  -3.0440  2.5610
H  2.9367  0.1130  3.2717
H  -2.8920  -4.0590  -1.0928
C  0.5833  2.0445  -3.3178
C  2.4670  -2.0404  1.5995
H  -0.7086  2.5419  -0.9456
N  0.3084  -2.0509  2.7949
H  0.7579  -2.5265  -1.6382
H  -2.1618  1.4995  2.7216
N  -0.9481  -0.4297  0.7032

Forces on the atoms, in the same order (eV/Å):
H -0.173 0.189 0.145
H 0.240 -0.207 -0.286
O -0.184 -0.338 -0.401
H 0.023 0.052 0.043
H -0.469 0.628 -0.172
H -0.038 -0.216 0.284
O 0.425 0.180 0.517
H 0.261 -0.178 0.501
C -0.240 -0.831 -0.559
H -0.090 -0.353 0.057
H -0.342 -0.111 0.138
C 0.194 0.408 -1.286
H -0.089 -0.020 0.079
O -0.340 -0.309 -0.563
H -0.582 -0.592 -0.219
C 0.374 -0.528 -0.301
H 0.070 0.272 -0.430
C 0.301 -0.703 1.193
H -0.081 -0.222 0.126
H 0.304 -0.617 1.005
H -0.419 -0.094 0.294
N 1.142 1.768 -0.473
H -0.034 0.950 -0.140
C -0.018 1.540 -0.003
H -0.105 0.105 -0.353
H 0.007 0.183 0.071
C 0.167 -0.529 -0.125
H -0.053 0.053 -0.186
H -0.205 -0.053 0.475
O 0.108 -0.043 -0.202
C 1.190 0.061 -0.382
H 0.117 0.407 0.030
H 0.538 0.362 0.320
O -0.385 0.040 -0.092
H -0.216 -0.035 0.738
H -0.061 0.107 0.079
H -0.348 0.291 -0.256
H -0.229 -0.270 0.090
C -0.005 1.034 -0.571
H -0.016 -0.389 0.636
H -0.085 -0.086 0.007
O -0.297 0.083 0.146
H -0.012 -0.423 -0.033
H -0.170 -0.163 -0.110
H 0.033 0.008 0.190
H -0.276 0.139 -0.268
H 0.136 -0.386 -0.309
H -0.514 0.085 0.473
C -0.357 0.020 -0.134
C 0.549 -1.241 0.710
H -0.559 -0.427 -0.320
N 0.077 -0.665 -0.015
H 0.018 0.123 0.123
H -0.134 -0.098 0.147
N 0.850 1.040 -0.427

Atom charges from the Löwdin analysis, given in e for atoms 1 to 8:
1 H 0.07
2 H 0.14
3 O -0.08
4 H 0.04
5 H 0.13
6 H 0.08
7 O -0.21
8 H 0.09

=====

Entry from the Open Molecules 2025 dataset: a molecular structure, C18H14F6FeO2S in a non-equilibrium geometry (the ωB97M-V functional and the def2-TZVPD basis).

**Charge**: +2
**LUMO energy (alpha / beta)**: -6.76 / -10.80 eV
**HOMO (alpha / beta)**: -13.87 / -16.17 eV
**Spin multiplicity**: 5
**Gap between HOMO and LUMO (alpha / beta)**: 0.2613 / 0.1975 Ha

Atoms and positions in Å:
H  -0.1066  0.3555  -0.2839
O  1.1397  2.4067  -1.9728
C  -1.4535  2.0105  3.0571
H  -1.8671  -0.3813  -1.8490
H  -3.2247  -0.3059  1.3810
C  -1.6172  -1.4320  -1.7012
C  3.3087  -0.1844  -3.0076
F  1.6650  2.2238  3.5761
H  3.7300  0.7809  -3.2988
C  0.6722  1.8186  4.3871
C  2.7102  -1.1669  -3.8816
H  1.9041  -3.2413  -3.4632
C  -2.4333  0.1140  1.9806
C  -0.4276  1.2154  3.5430
H  -1.7070  -1.9210  -2.6705
F  -3.2102  2.8072  0.5438
H  2.6142  -2.7235  -0.8681
C  -1.4097  -0.7036  2.4687
C  2.3239  -2.3078  -3.0813
Fe  1.2955  -0.5722  -2.3791
H  0.3964  -0.7377  3.6397
C  2.6940  -2.0316  -1.7090
C  1.1934  1.2817  -2.1396
F  -4.6849  1.5756  1.6183
H  3.6729  -0.2045  -0.7763
F  0.1777  2.8658  5.0696
H  2.5673  -1.0681  -4.9583
H  -2.3678  -1.8538  -1.0326
C  -0.4021  -0.1277  3.2479
O  -0.6416  -0.4616  -4.6566
S  -1.3964  -2.3303  2.1392
C  0.1036  -0.4984  -3.7960
C  -2.4564  1.4571  2.2781
F  -3.7919  3.3362  2.6021
C  3.2927  -0.7139  -1.6647
F  1.1310  0.8841  5.2389
H  0.2283  -2.5725  -1.1910
H  1.2963  -0.7823  0.1278
C  -3.5743  2.3239  1.7446
C  -0.2310  -1.5803  -1.1492
C  0.3693  -0.6140  -0.4173
H  -1.4826  3.0597  3.3042

Forces on the atoms, in the same order (eV/Å):
H -0.127 -0.257 0.308
O 0.164 -1.677 -0.325
C 0.013 0.464 0.143
H -0.074 0.090 0.083
H -0.178 -0.084 -0.069
C 0.154 0.239 -0.440
C -0.141 -1.204 -1.163
F -0.153 -0.023 0.567
H -0.266 -0.412 0.058
C -0.353 -0.058 0.185
C 1.545 0.346 0.596
H 0.079 0.434 0.197
C -1.075 0.672 -0.510
C 0.119 -0.707 -0.125
H -0.218 -0.186 0.140
F -0.442 0.009 0.366
H -0.098 0.312 -0.356
C 0.001 0.003 -0.016
C 0.378 0.620 0.778
Fe 0.600 2.151 0.009
H 0.115 -0.111 0.108
C 1.566 0.112 -0.805
C -0.201 1.448 0.470
F 0.329 0.700 -0.149
H -0.116 -0.230 -0.398
F 0.668 -0.537 -0.262
H 0.107 -0.015 0.399
H 0.041 -0.186 0.032
C 1.057 0.395 0.813
O 1.490 -0.072 1.462
S -0.069 -0.441 0.038
C -2.761 0.151 -3.051
C -0.104 -0.722 -0.265
F -0.147 -0.448 -0.783
C -0.577 -1.301 -0.106
F 0.100 0.731 -0.286
H -0.346 0.241 0.158
H -0.232 0.035 -0.041
C -0.007 -0.088 0.430
C -0.341 -0.844 1.018
C -0.485 0.259 0.740
H -0.008 0.191 0.051

Atom charges from the Löwdin analysis, given in e for atoms 1 to 8:
1 H 0.09
2 O 0.24
3 C 0.15
4 H 0.10
5 H 0.14
6 C -0.07
7 C -0.09
8 F 0.17

=====

Number 1: total energy -11721.66631 eV. Number 2: total energy -27702.78262 eV. Number 3: total energy -84495.47947 eV.